1.
{"formula": "C2H8S4", "method": "ωB97M-V/def2-TZVPD", "symbols": ["C", "S", "S", "H", "H", "H", "H", "C", "S", "S", "H", "H", "H", "H"], "positions_angstrom": [[-2.826, 0.928, -1.223], [-1.977, -0.691, -1.146], [-1.852, -1.084, 0.905], [-3.312, 1.181, -0.289], [-3.548, 0.920, -2.040], [-2.116, 1.696, -1.541], [-0.529, -0.904, 0.995], [1.510, 2.135, 0.516], [1.819, 0.451, 1.160], [2.632, -0.476, -0.557], [2.416, 2.522, 0.059], [1.374, 2.671, 1.461], [0.623, 2.293, -0.091], [2.521, 0.574, -1.367]], "atomic_forces_ev_per_a": [[0.5, 0.2, -0.7], [-0.4, 0.0, 0.5], [-0.1, 0.0, -0.7], [0.0, 0.0, 0.1], [-0.2, -0.4, 0.2], [0.1, 0.0, 0.5], [0.1, 0.2, 0.1], [0.3, -0.1, 1.2], [-0.1, 0.4, -0.8], [0.0, -0.3, 0.2], [0.0, 0.0, -0.2], [-0.1, 0.2, -0.2], [0.0, -0.4, -0.2], [-0.1, 0.2, -0.1]], "nbo_charge": [-0.74, 0.07, -0.15, 0.24, 0.22, 0.21, 0.14, -0.73, 0.08, -0.14, 0.22, 0.23, 0.22, 0.13], "gap_ha": 0.31785, "charge": 0, "smiles": "CSS.CSS"}

***

2.
{"formula": "C2H9BrSi2", "method": "ωB97M-V/def2-TZVPD", "symbols": ["C", "C", "Si", "Si", "Br", "H", "H", "H", "H", "H", "H", "H", "H", "H"], "positions_angstrom": [[0.828, -0.480, -0.930], [1.578, -3.067, 0.336], [-2.321, 3.144, 0.717], [0.085, -1.860, 0.186], [-1.188, 3.528, -1.142], [1.694, -0.803, -1.509], [0.090, -0.095, -1.631], [1.144, 0.367, -0.320], [1.252, -4.100, 0.239], [2.361, -2.898, -0.406], [2.035, -2.974, 1.322], [-2.478, 1.701, 0.781], [-3.579, 3.858, 0.566], [-1.500, 3.680, 1.791]], "atomic_forces_ev_per_a": [[0.0, -0.6, 0.0], [-0.1, 0.4, -0.5], [0.3, 0.1, -0.4], [0.3, 0.1, -0.1], [0.2, 0.1, -0.3], [0.1, 0.0, 0.0], [-0.2, 0.1, 0.0], [0.0, 0.1, 0.2], [-0.1, -0.1, 0.1], [0.0, 0.1, 0.0], [0.0, 0.0, 0.2], [-0.1, -0.3, 0.2], [-0.3, 0.1, 0.1], [0.0, 0.0, 0.4]], "nbo_charge": [-1.20, -1.20, 0.80, 0.97, -0.33, 0.23, 0.24, 0.25, 0.24, 0.22, 0.25, -0.15, -0.16, -0.16], "gap_ha": 0.28700, "charge": 0}

***

3.
{"formula": "C2H9F5HfO3", "method": "ωB97M-V/def2-TZVPD", "symbols": ["Hf", "F", "F", "F", "F", "F", "C", "C", "O", "H", "H", "H", "H", "H", "O", "H", "H", "O", "H", "H"], "positions_angstrom": [[-0.401, -0.462, -1.660], [-1.808, -1.992, -0.968], [-2.275, 0.427, -2.368], [0.414, 0.979, -3.192], [-0.496, -1.619, -3.488], [0.943, -2.281, -1.205], [-0.549, 0.033, 3.016], [0.017, -0.722, 1.820], [-0.381, -0.165, 0.647], [-1.615, 0.222, 2.867], [-0.061, 1.002, 3.189], [-0.424, -0.457, 3.995], [-0.308, -1.778, 1.862], [1.126, -0.720, 1.913], [1.930, 0.137, -1.200], [2.565, -0.480, -0.827], [2.419, 0.843, -1.626], [-0.363, 1.973, -0.987], [-0.326, 2.656, -1.661], [-0.406, 2.404, -0.131]], "atomic_forces_ev_per_a": [[-2.2, -3.4, -1.3], [1.1, 1.5, -0.5], [1.7, -0.5, 1.0], [-0.1, -0.6, 1.1], [0.3, 1.2, 1.6], [-0.4, 1.7, -0.1], [-0.1, 0.5, 0.8], [0.1, -0.4, -0.7], [0.1, 1.0, -1.5], [0.0, 0.0, -0.1], [0.0, 0.1, -0.5], [0.0, -0.4, -0.2], [0.1, -0.1, 0.2], [0.0, -0.2, 0.1], [0.3, 0.3, 0.3], [-0.4, -0.5, 0.0], [-0.4, 0.1, -0.4], [0.2, 0.4, 0.3], [0.0, -0.4, -0.5], [-0.1, -0.5, 0.3]], "nbo_charge": [2.74, -0.79, -0.79, -0.83, -0.78, -0.83, -0.63, -0.01, -0.95, 0.20, 0.16, 0.16, 0.14, 0.09, -0.92, 0.50, 0.48, -0.92, 0.49, 0.48], "gap_ha": 0.24831, "charge": -2}

***

4.
{"formula": "C2H9FIN2P", "method": "ωB97M-V/def2-TZVPD", "symbols": ["N", "P", "N", "C", "C", "F", "H", "H", "H", "H", "H", "H", "H", "H", "H", "I"], "positions_angstrom": [[2.484, 0.943, 0.926], [1.651, 0.061, -0.194], [0.336, -0.825, 0.633], [-1.003, -0.783, -0.071], [-1.791, 0.662, 0.042], [-1.726, 1.456, -1.219], [2.037, 0.830, 1.866], [2.638, -0.904, -0.685], [1.163, 0.938, -1.271], [0.276, -0.491, 1.621], [0.632, -1.845, 0.649], [-0.939, -1.192, -1.187], [-1.698, -1.570, 0.497], [-1.324, 1.259, 0.941], [-2.919, 0.436, 0.363], [0.181, 1.025, -2.912]], "atomic_forces_ev_per_a": [[-2.4, -1.9, 0.0], [5.3, 3.3, 2.6], [-0.7, -2.3, -0.1], [-3.3, -0.9, -0.6], [0.0, -0.1, 0.1], [-1.6, -1.8, 4.6], [0.9, 0.3, -0.8], [-1.3, -0.3, 0.0], [-0.5, -0.6, -0.2], [0.1, -0.2, -1.0], [-0.5, 1.4, 0.3], [0.3, 1.3, 2.4], [1.5, 1.7, -1.0], [-0.7, -0.8, -2.0], [2.5, 0.6, -1.3], [0.6, 0.0, -3.1]], "nbo_charge": [-1.29, 1.21, -0.82, -0.32, 0.00, -0.35, 0.33, -0.05, 0.05, 0.45, 0.45, 0.30, 0.22, 0.19, 0.21, -0.59], "gap_ha": 0.22849, "charge": 0}

***

5.
{"formula": "C2H9LiO5", "method": "ωB97M-V/def2-TZVPD", "symbols": ["Li", "C", "C", "O", "O", "H", "H", "H", "O", "H", "H", "O", "H", "H", "O", "H", "H"], "positions_angstrom": [[-0.430, 0.475, 0.511], [1.946, -2.248, -1.150], [1.086, -1.290, -0.392], [1.512, -0.110, -0.307], [0.001, -1.612, -0.021], [1.389, -3.041, -1.649], [2.746, -2.666, -0.538], [2.445, -1.593, -1.864], [-2.425, 0.311, 0.728], [-3.085, -0.047, 0.133], [-2.742, 0.085, 1.602], [0.389, 1.682, 1.955], [-0.219, 2.147, 2.530], [1.084, 1.377, 2.538], [-0.989, 1.885, -1.268], [-0.850, 2.824, -1.143], [-1.858, 1.823, -1.665]], "atomic_forces_ev_per_a": [[0.8, -0.5, -0.8], [0.9, 0.0, -0.6], [3.1, 1.5, -1.7], [0.4, 1.1, 0.6], [-5.0, -1.6, 2.1], [0.0, 0.0, 0.2], [-0.1, -0.1, 0.2], [0.1, -0.4, -0.3], [0.0, 0.4, 0.3], [0.0, -0.2, -0.3], [-0.1, -0.2, 0.3], [-0.5, 0.0, -0.2], [-0.2, 0.2, 0.2], [0.4, -0.3, -0.1], [0.1, -0.2, 0.2], [0.2, 0.3, 0.0], [-0.2, -0.1, -0.1]], "nbo_charge": [0.88, -0.73, 0.76, -0.84, -0.78, 0.21, 0.22, 0.22, -0.96, 0.49, 0.48, -0.95, 0.47, 0.50, -0.93, 0.48, 0.47], "gap_ha": 0.27675, "charge": 0}

***

6.
{"formula": "C2H9N2", "method": "ωB97M-V/def2-TZVPD", "symbols": ["C", "N", "C", "N", "H", "H", "H", "H", "H", "H", "H", "H", "H"], "positions_angstrom": [[-0.686, 0.607, -0.299], [-0.160, 0.868, 0.877], [-1.730, -0.538, -0.334], [2.178, -0.478, 0.039], [0.463, 0.079, -0.423], [-0.916, 1.451, -0.959], [2.341, -1.434, 0.330], [-0.347, 1.820, 1.272], [-1.730, -1.053, -1.284], [-2.705, -0.088, -0.161], [1.745, 0.058, 0.773], [3.029, -0.043, -0.292], [-1.481, -1.248, 0.461]], "atomic_forces_ev_per_a": [[-1.3, 1.5, 0.3], [-2.1, -0.2, 1.6], [1.4, -1.3, -0.1], [-1.3, 0.2, -0.6], [1.3, -0.6, -0.4], [-0.1, -0.2, 0.0], [0.0, 0.1, 0.0], [1.5, 0.2, -1.1], [0.0, 0.0, -0.2], [0.2, 0.4, 0.1], [0.6, -0.1, 0.7], [0.0, 0.0, -0.1], [-0.3, 0.1, -0.1]], "nbo_charge": [-0.19, -0.30, -0.58, -0.98, 0.44, 0.23, 0.41, 0.40, 0.26, 0.27, 0.38, 0.41, 0.25], "gap_ha": 0.28838, "charge": 1}

***

7.
{"formula": "C2H9N2", "method": "ωB97M-V/def2-TZVPD", "symbols": ["N", "C", "C", "N", "H", "H", "H", "H", "H", "H", "H", "H", "H"], "positions_angstrom": [[1.098, 0.880, 1.269], [0.761, -0.146, 0.330], [-0.751, -0.226, 0.068], [-1.062, -0.433, -1.425], [0.717, 0.659, 2.171], [2.015, 1.299, 1.258], [1.161, -1.164, 0.513], [1.333, 0.030, -0.590], [-1.269, 0.665, 0.402], [-1.049, -1.117, 0.615], [-1.734, 0.303, -1.637], [-0.235, -0.218, -1.993], [-1.283, -1.417, -1.589]], "atomic_forces_ev_per_a": [[-1.1, -0.1, 0.0], [1.5, -0.2, -1.2], [1.2, -0.6, 0.2], [1.1, 0.5, 1.0], [0.5, 0.3, 0.5], [-0.1, -0.4, 0.1], [-0.4, 0.2, 0.7], [-0.4, 0.6, -0.2], [0.0, 0.1, 0.0], [-0.8, 0.2, -0.2], [-0.7, -0.8, -0.6], [0.0, 0.0, 0.2], [-0.8, 0.4, -0.4]], "nbo_charge": [-0.85, -0.24, -0.24, -0.68, 0.38, 0.41, 0.19, 0.19, 0.24, 0.24, 0.46, 0.44, 0.46], "gap_ha": 0.34685, "charge": 1, "smiles": "NCC[NH3+]"}

***

8.
{"formula": "C2H9N2", "method": "ωB97M-V/def2-TZVPD", "symbols": ["N", "H", "H", "H", "H", "C", "C", "N", "H", "H", "H", "H", "H"], "positions_angstrom": [[-2.069, 0.483, 0.147], [-2.310, 1.437, -0.266], [-2.593, -0.259, -0.283], [-2.613, 0.470, 1.034], [-0.516, 0.108, 0.268], [1.427, 0.612, -0.610], [1.043, -1.345, 0.637], [0.544, -0.202, 0.311], [0.698, 1.254, -1.047], [2.196, 1.170, -0.058], [1.876, -0.071, -1.381], [0.326, -2.127, 1.000], [1.992, -1.529, 0.250]], "atomic_forces_ev_per_a": [[-1.1, 1.5, 1.0], [0.3, -1.9, 0.3], [-0.1, -0.1, -1.3], [1.0, 0.5, -0.2], [0.1, -0.4, 0.8], [-0.2, -0.8, 0.4], [-4.2, 0.7, -0.3], [2.2, -1.1, -1.1], [0.1, 0.9, -0.8], [-0.4, -0.2, -0.2], [-0.4, 0.8, 0.8], [1.2, 0.7, 0.2], [1.7, -0.7, 0.1]], "nbo_charge": [-1.07, 0.41, 0.40, 0.40, 0.46, -0.44, 0.11, -0.41, 0.22, 0.25, 0.23, 0.23, 0.21], "gap_ha": 0.41434, "charge": 1}

***

9.
{"formula": "C2H9N2", "method": "ωB97M-V/def2-TZVPD", "symbols": ["C", "N", "H", "H", "H", "H", "H", "H", "C", "N", "H", "H", "H"], "positions_angstrom": [[-1.244, -0.878, -1.441], [0.069, -0.213, -1.152], [-1.189, -1.904, -1.112], [-2.028, -0.331, -0.926], [-1.412, -0.852, -2.516], [0.850, -0.787, -1.481], [0.254, -0.030, -0.130], [0.116, 0.683, -1.638], [0.638, 1.129, 2.193], [1.221, 0.406, 1.329], [-0.156, 1.790, 1.879], [0.923, 1.142, 3.241], [1.958, -0.154, 1.755]], "atomic_forces_ev_per_a": [[0.2, 0.3, -0.2], [-0.3, -0.1, -0.2], [-0.1, -0.2, 0.2], [0.0, -0.1, 0.0], [0.0, 0.0, 0.1], [-0.1, 0.1, 0.0], [0.4, 0.1, -0.1], [0.1, 0.0, 0.1], [0.4, 0.0, 0.0], [-0.4, -0.2, 0.2], [-0.3, 0.1, 0.0], [0.0, 0.1, 0.1], [0.0, 0.0, -0.1]], "nbo_charge": [-0.42, -0.69, 0.24, 0.23, 0.24, 0.43, 0.47, 0.43, 0.03, -0.69, 0.17, 0.19, 0.37], "gap_ha": 0.43251, "charge": 1}

***

10.
{"formula": "C2H9N2", "method": "ωB97M-V/def2-TZVPD", "symbols": ["C", "N", "C", "N", "H", "H", "H", "H", "H", "H", "H", "H", "H"], "positions_angstrom": [[0.858, 0.089, 0.416], [1.549, 1.217, -0.170], [-0.685, 0.249, 0.097], [-1.360, -1.053, -0.234], [1.028, 0.003, 1.476], [1.256, -0.796, -0.099], [2.248, 1.677, 0.427], [1.765, 1.141, -1.170], [-0.858, 0.939, -0.726], [-1.151, 0.636, 0.982], [-0.835, -1.621, -0.908], [-1.553, -1.612, 0.605], [-2.262, -0.870, -0.695]], "atomic_forces_ev_per_a": [[-1.1, 0.5, -0.8], [1.0, -1.6, 0.7], [0.6, -0.3, -0.1], [0.0, 0.1, -0.2], [0.2, 0.2, 0.3], [0.1, -0.1, -0.1], [-0.2, 0.5, -0.3], [-0.2, 0.7, -0.1], [0.0, -0.1, -0.1], [-0.4, 0.3, 0.3], [0.0, -0.1, 0.1], [0.0, -0.1, -0.1], [-0.1, 0.0, 0.2]], "mulliken_spin": [0.01, 0.90, 0.07, 0.00, 0.00, 0.05, -0.02, -0.02, 0.00, 0.00, 0.00, 0.00, 0.00], "gap_ha": [0.54929, 0.38287], "charge": 2, "multiplicity": 2}

***

Energy relative to the best compared isomer or geometry (same formula, charge and spin) in kJ/mol, matching the order above: 52.9; 118.5; 0.0; 159.9; 0.0; 471.1; 109.2; 117.3; 73.8; 29.5
Molar mass in g/mol, matching the order above: 160.4; 169.2; 354.6; 238.0; 120.0; 61.1; 61.1; 61.1; 61.1; 61.1